# C4H10N4

The ion C4H10N4 with charge +2 (ωB97M-V/def2-TZVPD, the Open Molecules 2025 dataset).

Values from the calculation:
* energy above the lowest of the compared OMol25 structures with the same formula, charge and spin: 156.5 kcal/mol
* HOMO (alpha / beta): -18.679 / -18.680 eV
* E: -10246.555 eV
* Kohn-Sham gap (alpha / beta): 8.38 / 8.38 eV
* charge: +2

XYZ file:
```
18
Properties=species:S:1:pos:R:3:forces:R:3:lowdin_charge:R:1
N 2.291862 0.619472 -0.044217 2.660 -1.126 0.871 0.07
N 2.760562 -0.301010 0.350169 -0.077 -0.620 0.019 0.47
N -0.324749 -2.188734 -0.288073 -2.771 1.178 -0.386 0.26
N -0.037308 0.239457 -0.038255 -1.308 -1.275 -1.209 -0.27
C -1.323960 0.391185 -0.871437 0.741 1.483 -0.247 0.08
C 1.154706 1.192179 -0.480632 -3.755 0.737 -2.314 -0.03
C 0.385623 -1.183403 -0.082089 4.522 0.804 0.965 -0.05
C -0.256883 0.411164 1.429662 2.807 4.682 0.567 0.04
H -0.115706 -3.158754 -0.147058 1.066 -0.555 -0.004 0.17
H -1.285347 -2.031840 -0.545491 -0.965 -0.531 -0.159 0.14
H 0.163886 1.524664 1.623170 -1.469 -2.499 0.118 0.17
H -1.233332 -0.094187 -1.822573 0.552 -0.236 -0.617 0.11
H 0.448707 -0.204706 1.904823 0.959 -0.984 0.789 0.08
H 1.023008 2.175336 0.042134 -0.098 -0.618 -1.100 0.18
H -1.890758 -0.233003 -0.247438 -2.017 -0.091 0.501 0.08
H -1.699791 1.430201 -1.076437 0.454 -0.919 0.904 0.16
H 1.115541 1.113496 -1.637510 0.384 0.868 1.806 0.22
H -1.176068 0.298476 1.931257 -1.685 -0.299 -0.501 0.12
```
Forces are in eV/Å.

# C4H10N4O2

A cluster of 2 separate species, C4H10N4O2 in total (ωB97M-V/def2-TZVPD, the Open Molecules 2025 dataset).

Values from the calculation:
* energy above the lowest of the compared OMol25 structures with the same formula, charge and spin: 24.3 kcal/mol
* HOMO: -18.517 eV
* E: -14346.361 eV
* Kohn-Sham gap: 10.94 eV
* charge: +2

XYZ file:
```
20
Properties=species:S:1:pos:R:3:forces:R:3:lowdin_charge:R:1
O -1.796401 -0.777859 1.788597 1.170 -0.554 1.168 0.05
O 0.681860 0.388625 2.277064 -1.080 -1.365 1.437 0.22
N -3.758767 0.366314 1.347422 -2.684 2.228 0.563 0.30
N 0.244022 -0.405851 0.020262 -0.126 -1.408 0.042 0.02
N -0.045555 -1.826829 0.305940 0.129 1.134 2.638 0.28
N 1.233643 1.523519 0.410581 -2.079 -2.296 -0.700 0.18
C 1.145309 1.466226 -1.044517 1.693 2.448 -0.361 -0.08
C -2.784715 -0.138376 1.719959 0.153 -0.804 -0.714 -0.33
C 0.546189 0.137647 -1.350398 0.290 -1.755 -0.529 -0.05
C 0.696468 0.476634 0.996780 0.081 -0.221 -0.509 -0.32
H 0.781419 -2.344663 0.655390 -0.118 0.630 0.592 0.21
H 0.674809 2.419449 -1.452642 0.307 -1.486 0.454 0.18
H 0.016153 -0.208879 2.806760 1.392 1.234 -1.888 0.22
H 1.792368 2.171399 0.855422 1.069 1.782 1.495 0.17
H -0.366500 0.088282 -1.917152 -0.268 0.368 -0.318 0.14
H 2.207907 1.418304 -1.363665 -0.748 0.529 -0.269 0.15
H -0.940388 -1.917008 0.944356 1.660 0.877 -0.292 0.18
H -0.316883 -2.475098 -0.385371 -0.516 0.039 -2.945 0.17
H 1.369562 -0.370405 -1.907672 -1.021 -0.594 0.657 0.16
H -4.495889 1.004033 1.697985 0.698 -0.786 -0.521 0.17
```
Forces are in eV/Å.

# C4H10N5

A cluster of 2 separate species, C4H10N5 in total (ωB97M-V/def2-TZVPD, the Open Molecules 2025 dataset).

Values from the calculation:
* energy above the lowest of the compared OMol25 structures with the same formula, charge and spin: 138.9 kcal/mol
* HOMO: -13.437 eV
* E: -11749.952 eV
* Kohn-Sham gap: 9.16 eV
* charge: +1

XYZ file:
```
19
Properties=species:S:1:pos:R:3:forces:R:3:lowdin_charge:R:1
N 1.159770 2.522184 -2.089962 -1.941 -0.830 0.093 0.17
N -1.332147 -2.216530 1.104267 -0.587 -1.944 1.327 -0.10
N -1.605404 -1.396655 0.118466 -1.246 4.163 -2.980 -0.05
N 2.469948 1.170959 -0.605027 1.094 2.985 -1.298 0.14
N 0.241861 0.532570 1.122260 -0.778 -0.541 0.781 0.31
C 0.243314 0.369610 -1.353901 -0.373 3.292 -0.093 -0.04
C -1.903446 -2.167173 2.254130 1.831 -0.256 -1.373 0.01
C 1.385294 1.548436 -1.352075 -0.657 -0.359 -0.432 -0.45
C -0.004798 0.192314 0.022351 -0.180 -0.497 2.074 -0.12
H -2.525920 -1.399029 2.621880 -1.126 0.871 0.067 0.06
H 0.024731 0.356940 2.125992 0.234 0.070 -1.314 0.16
H 3.216955 1.853919 -0.324989 -1.326 -1.049 -0.626 0.16
H -2.356180 -0.622180 0.143118 0.890 -1.775 0.653 0.17
H -0.695262 0.528005 -1.929800 0.793 0.618 0.394 0.16
H 2.335946 0.420545 -0.032334 0.164 -2.055 1.842 0.04
H -1.584667 -2.951394 2.905398 0.062 -0.229 0.539 0.07
H 0.767616 -0.345247 -1.839620 1.375 -3.160 -1.066 0.10
H -1.556381 -1.716645 -0.871712 0.192 -0.533 1.528 0.14
H 1.718771 3.319370 -2.018441 1.577 1.228 -0.118 0.05
```
Forces are in eV/Å.

# C4H10N5O4

A cluster of 2 separate species, C4H10N5O4 in total (ωB97M-V/def2-TZVPD, the Open Molecules 2025 dataset).

Values from the calculation:
* energy above the lowest of the compared OMol25 structures with the same formula, charge and spin: 41.0 kcal/mol
* HOMO (alpha / beta): -3.207 / -2.277 eV
* E: -19942.338 eV
* Kohn-Sham gap (alpha / beta): 6.57 / 5.11 eV
* charge: -1

XYZ file:
```
23
Properties=species:S:1:pos:R:3:forces:R:3:lowdin_charge:R:1
O -3.309802 -2.814696 1.465688 -0.015 -0.636 -1.100 -0.05
O -2.013371 1.378004 0.861569 -0.409 0.472 0.200 -0.04
O -1.312314 -3.441201 0.604294 -1.244 0.768 0.118 -0.03
O -1.430859 3.413424 1.340122 0.061 0.976 0.292 -0.01
N 1.549933 1.228316 -3.005066 -2.289 0.894 -1.654 -0.04
N -1.179384 2.301481 0.925535 -0.928 -2.220 -0.053 -0.49
N -1.543633 -1.625200 1.881461 -2.099 0.367 0.209 -0.02
N 0.081938 1.999577 0.578321 1.407 2.609 0.090 0.08
N -2.098621 -2.674275 1.209929 1.698 1.206 2.276 -0.45
C 0.267694 0.908842 -0.040341 1.301 -3.232 -1.063 -0.17
C 1.626326 0.487788 -0.662005 0.865 -1.125 1.932 -0.19
C -0.247531 -1.160260 1.850521 -0.474 2.011 0.868 -0.08
C 1.541490 0.087193 -2.123947 2.646 0.647 0.165 -0.33
H 2.471509 -0.529941 -2.446335 -1.751 0.446 0.847 0.13
H 2.392196 1.261974 -0.615226 -0.063 0.216 0.558 0.09
H -2.235503 -0.987362 2.326891 0.386 -1.226 -0.869 0.16
H 0.641371 -0.417432 -2.145461 -1.714 -1.627 -1.055 0.08
H 0.591581 1.635721 -3.270724 2.130 -0.855 0.964 0.10
H 2.155506 1.944765 -2.648994 -0.073 0.418 0.065 0.04
H 2.053395 -0.444229 -0.090837 -0.888 1.706 -0.744 0.13
H -0.501500 0.178834 -0.256612 -0.493 0.349 -0.128 0.08
H 0.150465 -0.889133 2.833264 -0.453 0.311 -0.048 0.04
H 0.349115 -1.842189 1.427954 2.399 -2.473 -1.871 -0.02
```
Forces are in eV/Å.

# C4H10NO

The ion C4H10NO with charge -1 (ωB97M-V/def2-TZVPD, the Open Molecules 2025 dataset).

Values from the calculation:
* energy above the lowest of the compared OMol25 structures with the same formula, charge and spin: 13.8 kcal/mol
* structure (SMILES): CN[C@H](C)C[O-]
* HOMO: -2.313 eV
* E: -7846.939 eV
* Kohn-Sham gap: 6.33 eV
* charge: -1

XYZ file:
```
16
Properties=species:S:1:pos:R:3:forces:R:3:lowdin_charge:R:1
O 0.017710 0.348687 2.419694 0.033 0.030 -0.013 -0.34
N 0.011539 -0.989173 -1.023935 0.107 0.051 0.049 -0.10
C -0.657381 1.303960 -0.250901 -0.178 0.664 0.218 -0.11
C -0.503093 -0.156327 0.096325 -0.019 0.028 -0.052 -0.42
C 0.421841 -0.298469 1.330005 -0.091 0.236 0.229 -0.56
C 0.516837 -0.318710 -2.213072 0.323 0.124 0.477 -0.19
H 0.800057 -1.496644 -0.628924 -0.114 -0.110 0.017 0.07
H 0.302188 1.812465 -0.374017 0.115 -0.155 -0.212 0.07
H -0.277566 0.145508 -2.787522 -0.183 0.065 -0.084 0.06
H -1.149602 1.869521 0.540751 0.037 -0.420 0.356 0.07
H 0.987637 -1.072303 -2.831375 0.074 -0.237 -0.338 0.06
H 1.288194 0.445536 -2.013962 -0.161 0.016 -0.038 0.07
H -1.482039 -0.546864 0.388920 -0.082 -0.016 -0.011 0.12
H 1.431106 0.034733 0.921118 0.070 -0.059 0.016 0.09
H 0.528003 -1.409263 1.469869 0.123 -0.213 -0.060 0.08
H -1.279547 1.468618 -1.121043 -0.054 -0.005 -0.555 0.05
```
Forces are in eV/Å.

# C4H10NO

The ion C4H10NO with charge -1 (ωB97M-V/def2-TZVPD, the Open Molecules 2025 dataset).

Values from the calculation:
* energy above the lowest of the compared OMol25 structures with the same formula, charge and spin: 13.3 kcal/mol
* structure (SMILES): CCCNC[O-]
* HOMO: -2.761 eV
* E: -7846.960 eV
* Kohn-Sham gap: 6.66 eV
* charge: -1

XYZ file:
```
16
Properties=species:S:1:pos:R:3:forces:R:3:lowdin_charge:R:1
O 1.309300 0.694398 3.130545 0.456 0.141 0.578 -0.29
N 0.419099 -0.710471 1.330448 0.297 0.517 0.972 -0.09
C 0.620810 -0.475102 -0.062589 -0.097 0.608 -0.991 -0.37
C 0.446685 0.737469 2.188083 -0.639 -1.146 -1.476 -0.55
C -0.654632 0.102829 -0.706812 0.163 -0.025 -0.052 -0.28
C -0.845578 -0.306255 -2.172507 -0.470 0.850 0.391 -0.14
H -1.122646 -1.352058 -2.229134 0.289 -0.352 -0.162 0.06
H 1.421794 0.273596 -0.240445 0.081 -0.022 -0.076 0.10
H 0.626916 1.446131 1.327864 0.068 0.227 0.222 0.06
H 0.913108 -1.341385 -0.685536 -0.050 -0.243 0.563 0.09
H -0.630799 0.785086 2.443825 -0.199 0.317 0.284 0.06
H -0.637254 1.189013 -0.604049 0.015 0.093 -0.122 0.09
H -1.698989 0.250885 -2.591740 0.277 -0.075 -0.090 0.06
H 1.295233 -1.002480 1.753708 0.070 -0.412 -0.112 0.05
H 0.046882 -0.075873 -2.765924 -0.143 -0.236 -0.001 0.06
H -1.509934 -0.215785 -0.115742 -0.118 -0.240 0.073 0.09
```
Forces are in eV/Å.